[1]
ORCA calculation (ωB97M-V/def2-TZVPD) on a 4-piece molecular cluster, C6H18ClO3S overall in a non-equilibrium geometry.

Last column: Mulliken charge in e.
Cartesian coordinates (Å):
C: 21.223 17.505 21.589  -0.32
H: 22.924 14.640 27.040  0.31
C: 23.431 20.971 22.814  -0.36
H: 22.552 20.512 22.655  0.40
H: 23.639 19.821 24.403  0.16
C: 25.115 13.200 27.639  -0.95
O: 25.680 15.609 28.519  -0.66
C: 20.061 17.993 22.448  -0.79
H: 23.981 20.552 22.103  0.37
H: 26.275 12.812 27.623  0.24
S: 24.992 14.885 27.342  0.51
H: 22.451 17.859 23.114  0.11
C: 23.437 22.536 22.668  -0.86
H: 19.125 17.277 22.204  0.26
H: 20.440 17.760 23.452  0.17
H: 24.372 23.168 22.971  0.24
H: 21.122 17.653 20.520  0.31
O: 22.443 18.198 22.153  -0.44
H: 23.162 14.780 28.813  0.35
H: 24.452 12.718 27.018  0.41
O: 23.947 20.586 24.152  -0.41
H: 21.573 16.455 21.980  0.23
H: 24.904 12.777 28.613  0.34
H: 19.429 18.803 22.208  0.34
H: 23.051 16.313 27.666  0.19
H: 23.264 22.436 21.515  0.23
Cl: 22.784 17.764 25.234  -0.85
H: 22.562 22.987 23.121  0.25
C: 23.249 15.194 27.791  -0.77

The value obtained for the HOMO-LUMO gap is 7.97 eV. Its net charge is -1. The calculation puts the total energy at -36011.6600 eV. For the energy above the lowest of the compared OMol25 structures with the same formula, charge and spin, the calculation gives 0.823 eV. As for the HOMO energy: -5.06 eV.

=====

[2]
ORCA calculation (ωB97M-V/def2-TZVPD) on C6H18CsF5N2O2STe as an isolated structure in a non-equilibrium geometry.

Last column: Mulliken charge in e.
Cartesian coordinates (Å):
C: 1.553 2.476 -1.004  -0.36
H: 0.186 1.177 -2.048  0.18
C: -2.733 -3.883 -1.349  -1.06
F: 1.861 0.071 3.841  -0.45
H: 0.656 -3.124 -0.226  0.26
O: -1.711 -1.626 -0.465  -0.69
H: 3.185 -0.425 -0.722  0.23
H: -0.036 -4.764 -0.384  0.38
H: -2.659 -4.963 -1.228  0.39
C: -0.126 -3.722 -0.689  -0.85
Te: 0.051 0.047 4.432  2.11
H: 2.966 1.374 -2.192  0.37
N: 2.417 0.212 -0.550  -0.44
F: -0.214 -1.474 3.207  -0.59
C: 2.737 1.522 -1.134  -0.76
H: -1.265 3.271 -2.795  0.33
S: -1.708 -3.065 -0.095  0.58
F: -1.572 -0.463 5.253  -0.43
H: 3.615 1.979 -0.662  0.35
H: 0.891 2.454 -3.047  0.31
N: -1.672 2.448 -0.865  -0.44
C: 0.477 2.232 -2.060  -0.28
F: 0.730 -1.332 5.521  -0.38
C: -0.771 3.086 -1.833  -0.82
O: -0.572 1.199 3.267  -0.86
H: -0.083 -3.628 -1.772  0.31
H: 2.355 0.320 0.456  0.11
H: -3.757 -3.551 -1.194  0.34
H: -2.386 3.106 -0.578  0.20
H: 1.910 3.504 -1.102  0.31
H: -2.144 1.674 -1.318  0.21
H: -2.384 -3.570 -2.332  0.30
F: 0.489 1.139 5.891  -0.42
H: 1.119 2.363 -0.005  0.17
Cs: -0.934 -0.118 1.205  1.01
H: -0.474 4.055 -1.428  0.37

The value obtained for the HOMO-LUMO gap is 9.49 eV. Its net charge is 0. The calculation puts the total energy at -45852.5275 eV. For the energy above the lowest of the compared OMol25 structures with the same formula, charge and spin, the calculation gives 0.000 eV. As for the HOMO energy: -9.65 eV.

=====

[3]
ORCA calculation (ωB97M-V/def2-TZVPD) on C6H18F2KNO12P2S2 as an isolated structure in a non-equilibrium geometry.

Last column: Mulliken charge in e.
Cartesian coordinates (Å):
P: -1.483 -2.198 -0.073  0.90
O: -0.488 -2.652 -1.043  -0.67
H: -1.302 6.003 0.349  0.31
H: 1.248 1.850 -1.271  0.40
H: -3.556 -2.329 1.785  0.28
O: -0.147 3.602 0.514  -0.66
O: -1.807 4.870 -1.106  -0.36
O: 3.395 -3.579 2.208  -0.41
C: -2.369 0.106 0.863  -0.57
O: 2.356 -5.454 -0.507  -0.32
H: -2.285 -0.467 1.786  0.26
O: 0.727 4.731 -1.702  -0.32
O: 4.818 -5.150 0.183  -0.39
N: 3.395 -3.171 -0.569  0.03
H: -0.573 -4.293 1.490  0.40
H: -4.740 -2.684 0.588  0.30
S: 3.707 -2.783 1.067  1.03
H: 0.284 -3.245 2.544  0.25
S: 3.588 -4.657 -0.510  1.00
F: 3.865 -4.867 -2.106  -0.26
H: -2.932 6.329 -0.025  0.27
F: 2.396 -1.736 1.068  -0.22
O: -2.044 -0.710 -0.259  -0.36
O: -2.835 -3.126 -0.102  -0.35
C: 1.962 4.889 -0.996  -0.71
O: -0.622 2.719 -1.947  -0.38
H: 1.021 1.840 -2.966  0.39
H: -1.585 0.841 1.042  0.28
O: 4.856 -1.891 1.234  -0.49
H: 0.101 0.759 -1.868  -0.03
P: -0.469 3.965 -0.876  1.17
O: -0.899 -2.157 1.407  -0.19
H: 1.989 4.725 0.081  0.35
C: 0.468 1.773 -2.029  -0.59
H: 2.506 5.788 -1.285  0.30
H: -3.380 0.513 0.877  0.29
H: -3.971 -3.971 1.402  0.30
C: -3.762 -3.001 0.952  -0.67
K: 1.788 -1.639 -2.204  1.09
H: 2.579 4.114 -1.451  0.25
H: -1.786 6.962 -1.163  0.25
C: -1.974 6.117 -0.502  -0.64
H: -1.334 -3.323 3.003  0.31
C: -0.705 -3.412 2.117  -0.83

As for the spin multiplicity: 2. The value obtained for the HOMO-LUMO gap (spin up / spin down) is 9.02 / 3.39 eV. Its net charge is +1. The calculation puts the total energy at -94574.9670 eV. As for the HOMO energy (spin up / spin down): -12.91 / -12.91 eV.

=====

[4]
ORCA calculation (ωB97M-V/def2-TZVPD) on C6H18F2O3S3Tl as an isolated structure in a non-equilibrium geometry.

Last column: Mulliken charge in e.
Cartesian coordinates (Å):
C: -1.804 13.316 16.017  -1.02
H: -3.783 12.187 14.102  0.42
C: 4.446 17.193 11.126  -0.85
H: 1.813 11.383 14.098  0.33
H: 4.531 19.372 13.113  0.41
H: -2.784 13.091 16.438  0.39
O: 2.526 14.183 13.050  -0.43
H: 3.641 14.700 15.694  0.35
H: -2.249 11.448 13.893  0.32
H: 1.444 12.828 15.082  0.13
H: -1.189 12.445 16.245  0.32
S: 3.421 17.106 12.697  0.57
H: -2.915 12.504 12.580  0.30
H: 4.628 13.289 15.892  0.42
H: 2.687 11.691 15.588  0.43
C: 3.528 18.993 12.913  -1.15
C: -2.804 12.355 13.654  -0.97
H: 3.762 16.675 10.454  0.25
F: -0.208 16.261 8.699  -0.38
H: -1.394 14.102 16.651  0.36
H: 3.042 19.472 12.064  0.42
H: 5.427 16.718 11.117  0.34
Tl: 0.483 14.579 11.038  1.25
F: -1.528 16.433 12.140  -0.42
O: 2.058 16.754 12.130  -0.53
S: -1.940 13.832 14.255  0.53
O: -0.612 13.667 13.547  -0.38
H: 5.220 14.386 14.817  0.35
H: 2.882 19.144 13.778  0.34
C: 2.236 12.172 14.720  -0.81
H: 4.358 18.242 10.843  0.36
S: 3.443 13.128 13.695  0.39
C: 4.258 13.990 15.143  -1.03

The value obtained for the HOMO-LUMO gap is 3.29 eV. Its net charge is +1. The calculation puts the total energy at -55273.4056 eV. As for the HOMO energy: -12.49 eV.

=====

[5]
ORCA calculation (ωB97M-V/def2-TZVPD) on C6H18FHfO6 as an isolated structure in a non-equilibrium geometry.

Last column: Mulliken charge in e.
Cartesian coordinates (Å):
C: -2.418 0.278 -0.567  -0.48
H: -3.236 -0.381 1.407  0.43
H: 1.102 1.925 -1.118  0.38
O: 1.507 2.762 -1.357  -0.39
C: 1.448 2.971 -2.796  -0.36
H: -0.800 3.003 -2.815  0.23
O: 0.310 -3.342 2.153  -0.47
C: 1.620 -1.575 2.928  -0.29
H: 2.235 2.507 -3.391  0.25
O: -1.212 -0.539 1.456  -0.21
H: -2.363 -0.769 -2.166  0.34
H: 1.552 4.054 -2.868  0.39
H: 0.149 -4.261 2.382  0.34
C: 0.032 2.536 -3.341  -0.32
H: 0.941 -1.266 3.723  0.28
O: -0.130 1.158 -3.285  -0.42
C: 1.520 -3.063 2.774  -0.59
H: -1.267 -0.520 2.414  0.25
H: 2.639 -1.306 3.205  0.46
Hf: -0.032 -1.954 -0.076  1.82
C: -2.361 0.142 1.021  -0.36
O: 1.404 -1.019 1.688  -0.25
H: 2.376 -3.424 2.203  0.35
O: -1.944 -0.837 -1.305  -0.43
H: 1.572 -3.612 3.714  0.46
H: -2.277 1.123 1.490  0.39
H: 1.987 -0.257 1.670  0.29
H: -0.002 2.883 -4.374  0.35
H: -3.471 0.511 -0.724  0.54
F: 0.682 0.206 -0.769  -0.62
H: -1.882 1.201 -0.788  0.28
H: 0.320 0.864 -2.490  0.34

The value obtained for the HOMO-LUMO gap is 2.79 eV. Its net charge is +3. The calculation puts the total energy at -22786.8317 eV. For the energy above the lowest of the compared OMol25 structures with the same formula, charge and spin, the calculation gives 1.453 eV. As for the HOMO energy: -18.27 eV.

=====

[6]
ORCA calculation (ωB97M-V/def2-TZVPD) on a 4-piece molecular cluster, C6H18IO6 overall in a non-equilibrium geometry.

Last column: Mulliken charge in e.
Cartesian coordinates (Å):
C: 9.867 -6.263 4.551  -0.25
C: 9.685 -3.612 -3.374  -0.37
H: 6.870 -8.607 -1.012  0.33
O: 7.053 -5.264 -1.109  -0.50
H: 8.713 -3.521 -2.883  0.23
H: 9.153 -8.683 6.571  0.28
H: 8.963 -6.464 3.963  0.30
C: 7.361 -7.667 -0.733  -0.47
H: 10.436 -3.648 -1.571  0.17
H: 5.837 -6.663 -1.862  0.32
C: 9.972 -4.971 -3.933  -0.12
H: 6.987 -7.466 0.282  0.25
H: 7.936 -5.167 -0.705  0.18
H: 9.835 -5.175 4.730  0.28
H: 9.133 -6.393 6.526  0.30
I: 10.346 -4.966 0.825  -0.51
H: 10.788 -6.991 6.327  0.26
H: 9.922 -5.745 -3.152  0.13
C: 6.908 -6.568 -1.651  -0.12
O: 11.058 -6.586 3.882  -0.53
C: 9.793 -6.975 5.866  -0.41
O: 8.757 -7.907 -0.738  -0.46
H: 10.952 -6.268 2.965  0.09
O: 10.707 -3.293 -2.432  -0.52
H: 9.403 -6.044 -5.461  0.30
H: 9.699 -2.875 -4.185  0.29
H: 11.016 -5.027 -4.268  0.32
H: 9.231 -7.249 -0.194  0.17
O: 9.297 -8.317 5.694  -0.51
O: 9.047 -5.296 -4.976  -0.55
H: 7.418 -6.670 -2.617  0.09

The value obtained for the HOMO-LUMO gap is 7.87 eV. Its net charge is -1. The calculation puts the total energy at -26901.5007 eV. For the energy above the lowest of the compared OMol25 structures with the same formula, charge and spin, the calculation gives 0.342 eV. As for the HOMO energy: -4.91 eV.

=====

[7]
ORCA calculation (ωB97M-V/def2-TZVPD) on C6H18InO3S3 as an isolated structure in a non-equilibrium geometry.

Last column: Mulliken charge in e.
Cartesian coordinates (Å):
H: 5.965 -1.991 2.374  0.41
H: -3.337 -0.654 3.794  0.37
H: 0.675 1.809 -3.357  0.36
H: -2.963 1.867 -2.267  0.24
H: -3.934 -0.182 -0.795  0.24
In: 0.233 -2.510 -0.223  0.98
S: -1.284 0.359 -3.139  0.63
H: 4.927 -3.376 1.925  0.35
H: 4.185 0.203 2.471  0.36
H: 4.285 -2.078 3.012  0.37
H: -3.671 1.099 0.454  0.34
O: 2.850 -1.477 0.634  -0.40
S: -3.464 -1.030 1.404  0.65
C: 4.637 0.304 1.484  -0.89
H: -5.242 0.259 0.318  0.49
C: -4.162 0.154 0.212  -0.83
C: 4.943 -2.319 2.180  -0.89
H: -4.608 0.374 3.074  0.42
C: -3.621 -0.063 2.920  -0.95
H: -2.907 0.765 2.996  0.37
O: -0.896 -0.258 -1.802  -0.42
C: 0.205 0.996 -3.906  -0.95
H: 5.696 0.482 1.678  0.42
S: 4.362 -1.342 0.727  0.63
H: -1.403 2.724 -2.435  0.36
C: -2.096 2.020 -2.898  -0.83
H: 0.911 0.198 -4.133  0.37
H: 4.228 1.117 0.893  0.33
H: -2.376 2.416 -3.874  0.44
H: -0.143 1.331 -4.889  0.43
O: -1.992 -1.196 1.171  -0.39

The value obtained for the HOMO-LUMO gap is 2.21 eV. Its net charge is +3. The calculation puts the total energy at -50300.4658 eV. For the energy above the lowest of the compared OMol25 structures with the same formula, charge and spin, the calculation gives 0.422 eV. As for the HOMO energy: -18.03 eV.

=====

[8]
ORCA calculation (ωB97M-V/def2-TZVPD) on C6H18KO6 as an isolated structure in a non-equilibrium geometry.

Last column: Mulliken charge in e.
Cartesian coordinates (Å):
O: 0.712 -2.910 0.294  -0.52
H: 4.468 0.864 -0.888  0.36
H: 1.924 1.221 -1.318  0.34
H: 0.844 -0.893 0.915  0.24
C: -0.036 -0.996 -0.963  0.07
H: 2.639 2.568 -0.390  0.48
K: -0.456 1.416 0.747  0.88
C: -2.761 -0.700 0.178  0.00
H: 2.007 -1.394 -0.234  0.06
H: -0.532 0.683 -1.636  0.29
H: 1.856 1.919 1.459  0.38
H: -0.081 -2.917 0.834  0.37
H: 0.173 -1.418 -1.946  0.46
H: -4.624 1.228 1.013  0.31
C: -3.797 0.247 -0.458  -0.72
H: 3.439 -0.334 -0.169  0.11
O: 4.201 1.093 1.133  -0.51
C: 0.992 -1.603 0.102  -0.30
O: -1.907 -0.044 1.114  -0.58
O: 0.102 0.409 -0.970  -0.53
H: -3.329 -1.418 0.769  0.34
H: -1.032 -1.299 -0.642  -0.46
H: 4.637 0.316 1.491  0.32
C: 3.687 0.727 -0.141  -0.22
C: 2.356 1.516 -0.362  -0.46
O: 1.426 1.391 0.782  -0.73
H: -4.199 -0.230 -1.351  0.40
O: -4.885 0.602 0.335  -0.48
H: -3.224 1.013 -0.980  0.26
H: -2.232 -1.152 -0.661  0.56
H: -2.371 0.095 1.943  0.29

The value obtained for the HOMO-LUMO gap is 10.23 eV. Its net charge is +1. The calculation puts the total energy at -35112.0163 eV. For the energy above the lowest of the compared OMol25 structures with the same formula, charge and spin, the calculation gives 6.695 eV. As for the HOMO energy: -13.50 eV.